A structure of composition C17H31AlBr21NO6P at a distorted geometry. Source: the Open Molecules 2025 dataset; level of theory: the ωB97M-V functional and the def2-TZVPD basis.

The orbital gap is 6.2 eV. As for the total energy: -1518681.891 eV. The calculation puts the largest force on an atom at 7.8 eV Å⁻¹. Its net charge is -1. For the highest occupied orbital energy, the calculation gives -5.3740 eV.

Geometry (Å):
C (7.99676, 0.00194, -1.09954)
C (6.95931, -1.01241, -1.91523)
C (5.53260, -1.19816, -1.06541)
N (4.45973, -0.29478, -1.66763)
Al (2.78412, -0.73846, -0.74686)
C (2.12386, 1.07206, 0.06889)
C (1.18957, 0.80823, 1.42610)
O (1.98337, 0.82177, 2.67662)
C (1.15027, 0.28704, 3.80182)
C (1.70688, -0.90321, 4.82694)
O (-0.07240, 0.78583, 4.05513)
C (1.33021, -1.31139, -2.07463)
C (1.61725, -2.71890, -2.86382)
C (1.46322, -4.07188, -1.92716)
O (2.89615, -2.71932, -3.64609)
P (3.09551, -2.16778, 1.05615)
O (3.94956, -1.49532, 2.24742)
O (3.91973, -3.66354, 0.67668)
O (1.50457, -2.60936, 1.69887)
H (7.47170, 0.59062, -0.23508)
H (8.39480, 0.75967, -1.92112)
H (8.90269, -0.63433, -0.67742)
H (7.48575, -2.07326, -1.92718)
H (6.79346, -0.65835, -3.01824)
H (5.16729, -2.30040, -1.21428)
H (5.70111, -0.93543, 0.06485)
H (4.67925, 0.70548, -1.39236)
H (3.05901, 1.71294, 0.35961)
H (1.45648, 1.65569, -0.72147)
H (0.39330, 1.68238, 1.44405)
H (0.57852, -0.19557, 1.28517)
H (2.88713, -0.94146, 4.76180)
H (1.26937, -1.96942, 4.54011)
H (1.32756, -0.68886, 5.92238)
H (1.28597, -0.46203, -2.91184)
H (0.24691, -1.34194, -1.60763)
H (0.76445, -2.81277, -3.69400)
H (0.34593, -4.48109, -1.95428)
H (2.18205, -4.91691, -2.32832)
H (1.72665, -3.91038, -0.79861)
H (3.67596, -2.54585, -3.04143)
H (4.84232, -3.63601, 1.10842)
H (0.88377, -2.39115, 0.94337)
C (-2.65462, 2.88010, 0.82223)
Br (-1.43025, 4.00254, -0.19032)
Br (-4.51328, 3.29623, 0.42679)
Br (-2.26932, 0.98850, 0.58190)
H (-2.49456, 3.10692, 1.88146)
C (-8.41634, 0.97118, 0.31054)
Br (-8.03026, 2.48783, -0.84485)
Br (-8.74346, -0.65193, -0.71058)
Br (-7.03352, 0.71459, 1.65454)
H (-9.34281, 1.20450, 0.84554)
C (-9.13375, -4.46845, -1.68440)
Br (-9.40346, -3.29444, -3.21188)
Br (-10.44846, -4.15086, -0.28625)
Br (-9.07522, -6.34013, -2.21144)
H (-8.15318, -4.22424, -1.26267)
C (-3.73067, 4.91880, -3.14329)
Br (-2.50631, 6.04124, -4.15585)
Br (-5.58933, 5.33493, -3.53873)
Br (-3.34537, 3.02720, -3.38363)
H (-3.57062, 5.14562, -2.08407)
C (-0.37796, 0.96058, -5.18488)
Br (0.73781, -0.36482, -6.06953)
Br (-1.02717, 2.30726, -6.42952)
Br (-1.83080, 0.13507, -4.18880)
H (0.25582, 1.47731, -4.45665)
C (1.01536, 4.24519, 5.19508)
Br (0.25389, 5.46030, 3.88059)
Br (2.95994, 4.24841, 5.14288)
Br (0.33861, 4.59800, 6.98447)
H (0.68990, 3.23557, 4.92348)
C (-4.16740, 0.75006, 4.36826)
Br (-3.84341, -0.01507, 6.12718)
Br (-3.21405, 2.42772, 4.12182)
Br (-3.78068, -0.51822, 2.94478)
H (-5.23676, 0.97860, 4.31104)

These are the Mulliken partial charges, in e, on atoms 1 to 2: -0.84 -0.48



A cluster of 2 separate species, C17H31BINO7PS2 in total at a distorted geometry. Source: the Open Molecules 2025 dataset; level of theory: the ωB97M-V functional and the def2-TZVPD basis.

The orbital gap is 7.7 eV. As for the total energy: -73692.356 eV. The calculation puts the largest force on an atom at 3.9 eV Å⁻¹. Its net charge is -1. For the highest occupied orbital energy, the calculation gives -5.2664 eV.

Geometry (Å):
C (0.20473, 1.27252, 0.16324)
C (0.42327, 0.98051, 1.70791)
P (-0.90094, -0.30142, 2.09096)
O (-2.10122, -0.20224, 0.92369)
O (-1.64547, 0.11496, 3.52691)
S (-0.14611, -2.08994, 2.11298)
O (0.42019, 2.05162, 2.61590)
B (1.70663, 2.80519, 2.55891)
C (2.35018, 3.16078, 4.01095)
C (3.91112, 3.44284, 3.99206)
C (4.80445, 2.15761, 4.29242)
I (5.92814, 1.68831, 2.46178)
C (1.33695, 4.07327, 1.53842)
C (2.37060, 4.92796, 0.94149)
C (2.13839, 6.02825, 0.00903)
C (0.69820, 6.20521, -0.30929)
C (-0.21804, 5.30919, 0.36247)
N (0.01712, 4.28908, 1.22558)
O (2.55870, 1.85419, 1.81393)
C (1.97671, 0.54330, 1.81147)
S (2.67581, -0.47159, 0.44804)
H (-0.75543, 1.85829, 0.06758)
H (0.14230, 0.36077, -0.47747)
H (1.00363, 1.97694, -0.19794)
H (-1.78848, -0.61016, 0.09463)
H (-2.60049, 0.17249, 3.31711)
H (1.84239, 4.00393, 4.54905)
H (2.20235, 2.24380, 4.66184)
H (4.27542, 3.88558, 3.03623)
H (4.11237, 4.15414, 4.84719)
H (5.58042, 2.46115, 5.04669)
H (4.21167, 1.28118, 4.64300)
H (3.43288, 4.71033, 1.21950)
H (2.94224, 6.64589, -0.44010)
H (0.35055, 6.98681, -1.02334)
H (-1.30328, 5.48565, 0.12344)
H (2.16463, 0.12830, 2.84279)
H (3.95583, 0.01465, 0.26191)
C (-2.42884, -4.24126, -5.87213)
O (-2.16983, -4.82848, -4.60942)
C (-0.90829, -4.49819, -4.03965)
C (-1.01118, -3.83959, -2.66533)
O (-1.71646, -2.60796, -2.56456)
C (-3.10217, -2.58350, -2.87318)
C (-4.04734, -3.42738, -2.02521)
O (-3.78891, -4.82404, -2.10806)
C (-3.49441, -5.44367, -0.87334)
H (-2.30466, -4.99405, -6.65582)
H (-3.46996, -3.90920, -5.88491)
H (-1.79401, -3.37708, -6.08012)
H (-0.32562, -3.85843, -4.71195)
H (-0.36108, -5.43733, -3.92364)
H (0.01084, -3.61278, -2.35281)
H (-1.38503, -4.54528, -1.92465)
H (-3.24314, -2.77671, -3.93826)
H (-3.40742, -1.54031, -2.73876)
H (-5.06545, -3.27635, -2.40173)
H (-4.02466, -3.07661, -0.98769)
H (-3.18441, -4.74195, -0.09319)
H (-2.68454, -6.16225, -1.02555)
H (-4.37184, -5.99691, -0.52097)

These are the natural (NBO) partial charges, in e, on atoms 1 to 2: -0.69 -0.06



A cluster of 2 separate species, C17H31Br2N4O6 in total at a distorted geometry. Source: the Open Molecules 2025 dataset; level of theory: the ωB97M-V functional and the def2-TZVPD basis.

The orbital gap is 7.4 eV. As for the total energy: -176463.260 eV. The calculation puts the largest force on an atom at 4.4 eV Å⁻¹. Its net charge is -1. For the highest occupied orbital energy, the calculation gives -4.8558 eV.

Geometry (Å):
C (2.73509, -1.60192, 3.72064)
C (1.76527, -2.45507, 2.79816)
C (2.03727, -2.12984, 1.27530)
Br (2.95732, -3.80024, 0.56253)
N (0.90187, -1.90697, 0.43724)
C (-0.20378, -2.82328, 0.68772)
C (-1.43737, -2.28496, 1.48199)
C (-2.76678, -3.05678, 1.11243)
C (-3.99653, -2.19047, 1.59213)
O (-5.03379, -2.11153, 0.59845)
C (0.57782, -0.51879, 0.07826)
C (1.83624, 0.01833, -0.76871)
C (2.33886, -1.04187, -1.80727)
O (1.65606, -1.65110, -2.51993)
Br (4.31505, -1.38143, -1.92299)
C (0.58121, 0.33185, 1.40837)
C (-0.20379, 1.68386, 1.47212)
N (-1.66924, 1.52354, 1.37229)
N (-0.00465, 2.19396, 2.89101)
N (0.30200, 2.77169, 0.63585)
C (-0.59246, -0.26840, -0.91452)
O (-1.31226, -1.13890, -1.41437)
O (-0.79016, 0.93878, -1.33851)
H (3.68063, -2.14987, 3.92074)
H (2.22820, -1.31248, 4.67149)
H (3.02373, -0.63860, 3.23513)
H (1.94105, -3.52833, 3.03689)
H (0.74059, -2.20737, 3.13784)
H (2.83165, -1.36534, 1.26684)
H (0.10076, -3.78327, 1.17389)
H (-0.59505, -3.16550, -0.30294)
H (-1.32415, -2.43798, 2.58919)
H (-1.66905, -1.20918, 1.34110)
H (-2.88619, -3.18271, 0.01524)
H (-2.82575, -4.01972, 1.66672)
H (-4.43500, -2.70078, 2.48935)
H (-3.70361, -1.14791, 1.86195)
H (-5.88764, -2.14248, 1.05117)
H (2.69950, 0.28186, -0.12255)
H (1.58139, 0.91277, -1.37433)
H (0.21379, -0.26562, 2.27817)
H (1.64597, 0.57178, 1.67044)
H (-2.03986, 2.11107, 0.63218)
H (-2.08829, 1.76014, 2.27049)
H (-0.31898, 1.42736, 3.49479)
H (1.01754, 2.18574, 3.00672)
H (0.85146, 2.44895, -0.15154)
H (0.78197, 3.46641, 1.19983)
O (0.69256, 5.45552, -6.13731)
C (0.46737, 4.56428, -5.36334)
O (0.89131, 4.56344, -4.07784)
C (0.55001, 3.30625, -3.45646)
C (-0.59152, 2.75293, -4.27810)
C (-0.27170, 3.28066, -5.66912)
H (1.43014, 2.65783, -3.47792)
H (0.26164, 3.47516, -2.42028)
H (-0.67207, 1.66878, -4.22333)
H (-1.53634, 3.17735, -3.93198)
H (0.39428, 2.61033, -6.21653)
H (-1.17358, 3.47806, -6.24479)

These are the natural (NBO) partial charges, in e, on atoms 1 to 2: -0.62 -0.47



A structure of composition C17H31CaCl3O2P2 at a distorted geometry. Source: the Open Molecules 2025 dataset; level of theory: the ωB97M-V functional and the def2-TZVPD basis.

The orbital gap (spin up / spin down) is 3.3 / 3.8 eV. As for the total energy: -96802.759 eV. The calculation puts the largest force on an atom at 2.6 eV Å⁻¹. For the highest occupied orbital energy (spin up / spin down), the calculation gives -3.4089 / -3.8387 eV.

Geometry (Å):
P (1.95890, 1.86144, -0.62914)
P (-2.55981, 0.28106, 0.12232)
C (0.70491, 0.70947, 0.12005)
C (-0.72376, 0.51801, -0.59076)
H (0.83697, 0.67163, 1.23642)
H (1.17024, -0.25845, -0.03969)
H (-0.92371, 1.31863, -1.33153)
H (-0.58597, -0.40210, -1.17697)
C (-2.19067, -0.31911, 1.85656)
H (-2.52728, 0.44311, 2.60818)
H (-1.11445, -0.57718, 1.99868)
H (-2.75591, -1.20964, 2.07984)
C (-3.66846, -1.08731, -0.37752)
H (-3.49046, -2.03268, 0.15453)
H (-3.64086, -1.25933, -1.46015)
H (-4.68456, -0.74443, -0.12981)
C (3.59406, 1.42758, -0.03269)
H (4.18318, 2.33824, 0.15435)
H (4.14084, 0.80741, -0.75500)
H (3.53222, 0.86322, 0.90969)
C (1.86874, 1.82090, -2.40359)
H (0.88638, 1.47358, -2.73484)
H (2.63919, 1.16262, -2.82113)
H (2.00310, 2.82566, -2.83478)
Ca (-0.72393, 1.43178, 2.23392)
C (-0.81862, -2.57570, -0.54305)
C (-0.37930, -2.61065, 0.72479)
C (0.82720, -3.38917, 1.15117)
C (2.06296, -3.27273, 0.22828)
C (2.21075, -1.95568, -0.46878)
C (1.60333, -1.60920, -1.62942)
C (0.79025, -2.51559, -2.50435)
C (-0.24325, -3.34699, -1.70623)
C (1.42185, 3.45845, 0.00195)
H (-1.78503, -2.13221, -0.81156)
H (-1.08437, -2.44543, 1.54241)
H (0.58008, -4.46263, 1.19074)
H (1.10873, -3.04784, 2.16092)
H (2.93852, -3.42692, 0.87603)
H (2.05854, -4.08520, -0.51215)
H (3.06551, -1.35957, -0.12348)
H (1.86983, -0.65668, -2.11085)
H (1.41483, -3.23370, -3.06116)
H (0.26021, -1.88347, -3.24011)
H (-1.05844, -3.57572, -2.41013)
H (0.20905, -4.29144, -1.36991)
H (0.43165, 3.74465, -0.36409)
H (2.16423, 4.16324, -0.38784)
H (1.40701, 3.54352, 1.10292)
Cl (-3.58541, 5.89044, 1.59975)
C (-2.51144, 4.53972, 1.90702)
Cl (-2.32398, 3.54865, 0.35269)
Cl (-0.89513, 5.03117, 2.48614)
C (-3.12931, 3.55715, 3.00286)
O (-4.21187, 3.78704, 3.52541)
O (-2.32731, 2.54838, 3.23308)

These are the natural (NBO) partial charges, in e, on atoms 1 to 2: 1.53 0.58